No. 1
50
Properties=species:S:1:pos:R:3:forces:R:3:mulliken_charge:R:1 method="wB97M-V/def2-TZVPD" charge=+1 e_lumo_ev=-4.60
C 0.3836 -1.3397 -4.5153 0.66 0.26 -0.40 -1.42
C -0.4669 -1.6048 -3.3473 -0.10 -0.79 1.47 0.58
C -0.2168 -2.3199 -2.1722 -0.09 0.52 -0.83 -1.26
C -1.4446 -2.4375 -1.4702 -0.85 0.21 -1.21 -0.32
C -2.4232 -1.7815 -2.2375 1.41 -0.37 0.49 0.66
C -3.8694 -1.6296 -2.0316 -0.83 -0.04 0.31 -1.88
N -1.7912 -1.2551 -3.3349 -0.33 -0.11 -0.29 0.14
C -2.4502 -0.5474 -4.4281 0.05 0.07 -0.10 -1.06
H 1.3589 -1.8126 -4.3586 -0.17 0.14 -0.10 0.34
H -0.0417 -1.7477 -5.4458 0.10 0.11 0.28 0.32
H 0.5477 -0.2641 -4.6583 0.03 -0.15 -0.12 0.30
H 0.7462 -2.7014 -1.8633 -0.08 -0.09 -0.15 0.46
H -1.6499 -3.0842 -0.6286 0.04 0.06 -0.23 0.98
H -4.1627 -2.2006 -1.1442 -0.03 0.13 -0.15 0.38
H -4.1690 -0.5829 -1.8726 0.02 -0.22 -0.04 0.36
H -4.4562 -2.0210 -2.8752 0.12 0.09 0.21 0.46
H -3.5108 -0.4268 -4.1996 0.23 -0.02 -0.05 0.40
H -2.0109 0.4487 -4.5734 -0.08 -0.25 0.10 0.33
H -2.3566 -1.0982 -5.3756 -0.03 0.08 0.34 0.32
C 3.3328 6.2681 1.8320 -0.22 -0.07 -0.10 -0.80
O 2.1171 5.8242 1.1856 -0.08 -1.04 0.32 -0.42
C 1.7149 4.5364 1.3407 0.36 0.17 0.07 0.87
C 0.5228 4.1578 0.6764 0.23 0.02 0.18 -0.89
C 0.0699 2.8579 0.7514 0.22 -0.34 0.16 -0.47
C 0.7848 1.8678 1.4834 0.38 0.78 0.07 0.30
C 0.3993 0.4857 1.5194 1.22 -0.35 0.41 1.16
O 1.2467 -0.2995 2.2505 -1.49 -0.06 -0.52 -0.43
C 0.9206 -1.6201 2.4971 -0.25 0.48 0.04 0.34
C -0.2351 -2.1817 1.9129 0.85 -0.75 0.62 0.92
C -0.5351 -3.5288 2.2568 -0.07 0.22 0.12 -0.59
C 0.2503 -4.2195 3.1654 -0.29 -0.10 -0.34 -0.76
C 1.3810 -3.6163 3.7435 -0.05 0.50 -0.27 -0.41
C 1.7103 -2.3024 3.4224 0.12 -0.33 -0.02 -0.71
C -1.0311 -1.3777 1.0720 -0.50 0.95 0.52 -0.71
C -0.6977 -0.0527 0.8666 -0.27 -0.64 -0.14 -0.73
C 1.9368 2.2800 2.1820 0.07 0.13 -0.05 -0.75
C 2.4121 3.5749 2.1096 -0.16 0.44 -0.17 -0.46
H 3.4087 7.3166 1.5407 0.10 -0.20 0.14 0.24
H 3.2607 6.1842 2.9265 -0.07 0.01 -0.34 0.34
H 4.2104 5.7115 1.4707 -0.33 0.12 0.03 0.34
H -0.0089 4.9202 0.1123 0.06 -0.20 0.10 0.43
H -0.8509 2.5746 0.2482 0.18 0.23 0.00 0.39
H -1.4248 -3.9774 1.8041 0.36 0.03 0.24 0.37
H -0.0083 -5.2442 3.4380 0.08 0.33 -0.13 0.40
H 1.9981 -4.1790 4.4454 -0.22 0.23 -0.17 0.40
H 2.5595 -1.8025 3.8870 -0.21 -0.11 -0.20 0.45
H -1.9957 -1.7506 0.7464 0.35 0.15 -0.04 0.97
H -1.2713 0.5838 0.2005 -0.03 -0.22 0.29 0.31
H 2.4843 1.5737 2.7968 -0.08 0.05 -0.17 0.43
H 3.3213 3.8415 2.6482 -0.31 -0.06 -0.17 0.39

=====

No. 2
54
Properties=species:S:1:pos:R:3:forces:R:3:mulliken_charge:R:1 method="wB97M-V/def2-TZVPD" charge=+2 s_squared=0.757 multiplicity=2 e_lumo_ev="-8.29 / -8.32"
Pt 0.4712 -0.5980 0.7888 0.04 0.12 -0.17 1.62
S 2.4876 -2.9807 2.6513 0.01 -0.01 0.01 -0.15
Sb 0.2443 -2.7515 3.3873 -0.02 0.00 -0.01 0.52
S -0.0840 -0.3436 2.9675 0.00 -0.01 0.03 -0.25
S -0.3145 -2.6960 0.9849 -0.01 -0.09 0.03 -0.29
C -1.3132 4.6364 0.0483 0.01 0.01 0.00 -0.49
C -2.3971 3.9654 -0.5075 -0.02 -0.01 0.00 -0.83
C -2.4772 2.5868 -0.4229 -0.02 0.01 -0.09 -0.11
C -1.4712 1.8768 0.2380 0.17 0.00 -0.01 0.85
C -0.3874 2.5519 0.7985 -0.02 0.05 0.08 -0.07
C -0.3101 3.9335 0.6983 -0.04 0.01 0.00 -0.94
P -1.6266 0.0939 0.2265 -0.01 0.00 0.09 -0.17
C -3.0296 -0.4104 1.1857 -0.01 -0.03 0.03 1.13
C -3.5907 0.5169 2.0696 0.01 0.02 0.00 -0.49
C -4.6868 0.1573 2.8349 -0.02 -0.02 0.01 -0.70
C -5.2180 -1.1212 2.7284 0.00 0.03 0.01 -0.51
C -4.6572 -2.0489 1.8568 0.02 0.00 -0.02 -0.90
C -3.5615 -1.7026 1.0874 -0.03 0.01 0.04 -0.68
C -1.6889 -0.4745 -1.4610 -0.09 0.03 -0.02 1.10
C -0.5450 -0.2774 -2.2470 0.02 0.00 -0.03 -0.76
C -0.5365 -0.6868 -3.5679 0.01 0.00 0.00 -0.79
C -1.6744 -1.2662 -4.1168 0.00 0.00 -0.01 -0.54
C -2.8210 -1.4303 -3.3510 -0.01 0.00 0.01 -0.78
C -2.8353 -1.0419 -2.0203 0.04 -0.04 -0.02 -0.39
H -1.2540 5.7144 -0.0239 0.00 -0.01 0.00 0.43
H -3.1796 4.5176 -1.0104 0.01 -0.01 0.01 0.44
H -3.3202 2.0680 -0.8664 0.02 0.01 -0.01 0.43
H 0.3921 2.0356 1.3465 0.00 -0.05 -0.01 0.17
H 0.5267 4.4591 1.1376 0.00 -0.01 -0.01 0.44
H -3.1784 1.5144 2.1564 -0.02 -0.03 0.00 0.41
H -5.1278 0.8761 3.5120 0.01 -0.01 0.00 0.46
H -6.0770 -1.3975 3.3257 0.01 0.00 0.00 0.44
H -5.0784 -3.0418 1.7751 0.00 0.00 0.00 0.46
H -3.1263 -2.4322 0.4197 0.00 0.00 -0.01 0.55
H 0.3260 0.2372 -1.8503 0.01 0.03 0.02 0.39
H 0.3448 -0.5357 -4.1762 -0.01 0.00 0.01 0.45
H -1.6726 -1.5738 -5.1542 0.00 0.00 0.02 0.43
H -3.7113 -1.8574 -3.7923 0.01 0.00 0.00 0.45
H -3.7369 -1.1623 -1.4371 0.00 0.00 0.01 0.57
C 5.6125 0.2243 -1.3180 -0.02 0.01 0.01 -1.57
C 5.1454 -0.6298 -0.1277 0.01 0.00 0.01 2.00
C 5.3454 -2.1285 -0.4099 -0.02 0.00 0.00 -1.48
C 5.8619 -0.2141 1.1690 -0.03 0.01 -0.02 -1.52
C 3.7077 -0.4004 0.0653 0.04 0.09 0.01 -0.26
N 2.5853 -0.2099 0.2283 -0.03 -0.10 0.01 -0.56
H 6.6752 0.0383 -1.4697 0.00 0.00 0.01 0.41
H 5.4752 1.2878 -1.1231 0.00 -0.02 -0.01 0.40
H 5.0853 -0.0433 -2.2335 0.01 0.00 0.01 0.39
H 6.4109 -2.3052 -0.5523 0.00 0.00 0.00 0.42
H 4.8235 -2.4387 -1.3150 0.00 0.00 0.01 0.39
H 5.0066 -2.7403 0.4265 0.00 0.01 -0.01 0.33
H 6.9271 -0.4046 1.0423 0.00 0.00 -0.01 0.41
H 5.5087 -0.7934 2.0217 0.00 0.00 0.00 0.36
H 5.7252 0.8470 1.3762 0.00 -0.02 0.00 0.40

=====

No. 3
55
Properties=species:S:1:pos:R:3:forces:R:3:mulliken_charge:R:1 method="wB97M-V/def2-TZVPD" charge=+2 s_squared=2.043 multiplicity=3 e_lumo_ev="-5.54 / -8.56"
Au 0.3953 -1.4172 0.0957 0.00 -0.05 -0.01 1.24
O 0.0418 -0.5262 2.0739 -0.02 -0.02 0.06 -0.74
C -0.1965 -1.0965 3.1730 0.02 0.00 -0.01 0.57
C -0.7204 -0.2786 4.2403 0.00 0.00 0.00 -0.42
C -1.0784 -0.8188 5.4352 0.00 0.00 0.00 -0.65
C -0.9263 -2.2027 5.6401 0.00 0.00 0.00 -0.64
C -0.3850 -3.0219 4.6464 0.00 0.00 0.01 -0.66
C 0.0152 -2.5184 3.4269 -0.01 0.00 0.00 0.36
C 0.6674 -3.3911 2.4576 -0.01 0.00 0.00 0.88
N 0.8613 -3.1838 1.1585 -0.01 0.03 0.01 -0.32
C 1.5116 -4.2757 0.6454 0.00 0.00 -0.01 -0.30
C 1.7232 -5.1660 1.6511 0.00 0.00 0.01 -0.63
N 1.1889 -4.5979 2.7729 0.01 0.00 -0.01 -0.09
H -0.8384 0.7743 4.0238 0.00 0.00 0.00 0.50
H -1.4880 -0.1990 6.2204 0.00 0.00 0.00 0.44
H -1.2292 -2.6443 6.5798 0.00 0.00 0.00 0.43
H -0.2999 -4.0796 4.8581 0.00 0.00 0.00 0.43
H 1.7909 -4.3351 -0.3916 0.00 0.00 0.00 0.49
H 2.2080 -6.1259 1.6654 0.00 0.00 0.00 0.43
H 1.2324 -4.9986 3.6963 0.00 0.00 0.00 0.21
C -1.3170 -3.6918 -2.0487 0.00 -0.01 0.00 -1.19
C -0.1194 -2.9806 -2.5664 0.00 0.01 0.02 0.57
N 0.6667 -2.1531 -1.8942 0.01 0.00 -0.04 -0.08
C 1.6574 -1.7122 -2.7542 -0.01 0.01 0.02 -0.51
C 1.4653 -2.2931 -3.9606 0.00 0.00 -0.01 -0.40
N 0.3469 -3.0841 -3.8216 0.00 0.00 -0.01 -0.06
H -1.5248 -3.3746 -1.0287 0.00 -0.01 0.00 0.18
H -1.1612 -4.7712 -2.0505 0.00 0.00 0.00 0.36
H -2.1939 -3.4754 -2.6584 0.00 0.01 0.00 0.41
H 2.4185 -1.0192 -2.4422 0.00 0.00 -0.01 0.44
H 2.0096 -2.2191 -4.8848 0.00 0.00 0.00 0.42
H -0.0678 -3.6470 -4.5478 0.00 0.00 0.00 0.21
C -0.7382 6.7464 -2.4996 0.00 0.00 0.00 -1.52
C -0.5193 5.3769 -1.9386 -0.01 0.01 -0.01 0.50
C -0.7263 4.2424 -2.7198 0.01 0.00 0.00 -0.89
C -0.5470 2.9671 -2.2209 0.00 0.00 0.00 0.62
C -0.7926 1.7987 -3.1304 0.00 0.01 0.00 -1.33
C -0.1397 2.8264 -0.8654 -0.01 -0.01 0.00 0.12
C 0.0717 1.5593 -0.2598 0.02 0.04 -0.02 0.47
O -0.0615 0.4518 -0.8365 0.02 0.00 0.01 -0.77
C 0.0794 3.9777 -0.0550 -0.02 0.00 0.00 1.20
C 0.5180 3.8902 1.3850 0.01 0.00 0.01 -1.87
C -0.1152 5.2220 -0.6105 0.01 0.00 0.01 -0.80
H -0.8736 6.7242 -3.5784 0.00 0.00 0.00 0.37
H 0.1013 7.4000 -2.2623 0.00 0.00 0.00 0.39
H -1.6294 7.1924 -2.0528 0.00 0.00 0.00 0.33
H -1.0361 4.3642 -3.7503 0.00 0.00 0.00 0.33
H -1.0877 2.1532 -4.1154 0.00 0.00 0.00 0.41
H -1.5807 1.1536 -2.7407 0.00 0.00 0.00 0.28
H 0.1003 1.1807 -3.2327 0.00 0.00 0.00 0.22
H 0.3755 1.5530 0.7894 0.00 0.00 -0.01 0.47
H -0.2026 3.3468 1.9988 -0.01 0.00 0.00 0.35
H 0.6113 4.8896 1.8025 0.00 0.00 0.00 0.38
H 1.4890 3.4029 1.4871 0.00 0.00 0.00 0.43
H 0.0491 6.1049 -0.0048 0.00 0.00 0.00 0.41

=====

No. 4
61
Properties=species:S:1:pos:R:3:forces:R:3:mulliken_charge:R:1 method="wB97M-V/def2-TZVPD" charge=+1 s_squared=6.018 multiplicity=5 e_lumo_ev="-2.16 / -5.96"
Pd -0.3659 0.7082 -0.4373 -1.00 0.69 -0.30 0.64
N -1.5092 0.6489 -2.7008 0.40 -0.17 0.00 -0.18
C -0.7838 1.0997 -3.9073 -0.08 0.22 0.14 -0.78
C -0.3655 2.5603 -3.7774 0.03 -0.13 0.08 -0.87
C 0.6362 2.8161 -2.6361 -0.26 0.17 -0.06 0.19
C 0.0925 3.7032 -1.5268 -0.06 -0.08 -0.06 -0.80
N -1.0396 3.0420 -0.8357 0.41 -0.19 0.05 -0.37
H -1.5976 -0.3595 -2.7189 -0.15 -0.07 -0.11 0.14
H -2.4504 1.0219 -2.7026 -0.10 0.02 0.03 0.21
H -1.4013 0.9798 -4.7990 0.02 -0.07 -0.07 0.44
H 0.1000 0.4726 -4.0240 0.02 -0.05 0.02 0.35
H -1.2705 3.1641 -3.6365 0.04 0.05 -0.03 0.34
H 0.0606 2.8801 -4.7283 -0.03 0.00 -0.01 0.37
H 1.5468 3.2704 -3.0253 0.02 0.00 0.01 0.55
H 0.9370 1.8630 -2.1911 0.18 -0.15 0.01 -0.26
H -0.2118 4.6687 -1.9371 -0.02 0.05 -0.01 0.46
H 0.8705 3.8773 -0.7908 0.02 0.03 0.10 0.31
H -1.8438 2.9993 -1.4474 -0.12 -0.03 -0.01 0.21
H -1.3097 3.5761 -0.0188 -0.04 -0.01 0.06 0.25
O -0.3250 -1.3215 -1.1082 -0.07 -0.16 0.38 -0.50
C -0.8596 -2.2499 -0.1922 -0.21 -0.82 0.39 2.51
C -2.1466 -1.5237 0.2120 0.35 0.25 -0.22 0.46
C -2.2861 -0.5661 1.1996 -0.30 -0.15 0.06 -0.84
C -3.5594 0.0630 1.1519 0.13 0.08 0.08 -1.12
C -4.3332 -0.4057 0.1328 -0.05 -0.10 -0.15 -0.50
S -3.5467 -1.6202 -0.7786 -0.07 0.07 0.02 -0.02
C 0.0538 -2.4670 0.9937 0.28 0.13 -0.20 -0.38
C 1.5033 -2.8895 0.8257 -0.23 -0.13 0.04 -0.13
C 1.8843 -3.5724 2.1103 0.13 -0.08 -0.12 -0.81
C 0.9131 -3.6839 3.0040 -0.07 -0.10 0.17 -0.49
S -0.6164 -3.0130 2.4852 -0.04 0.13 -0.03 -0.01
C -1.1563 -3.5560 -0.9269 0.20 0.36 -0.37 -0.87
C -1.4382 -4.7968 -0.4470 -0.05 -0.11 0.10 -0.38
C -1.7000 -5.7401 -1.4842 -0.01 -0.05 0.20 -0.68
C -1.6030 -5.1969 -2.7242 -0.02 0.05 -0.07 -0.53
S -1.1847 -3.5409 -2.6555 0.02 0.02 0.02 -0.06
H -1.6009 -0.4504 2.0230 0.23 0.18 -0.07 0.74
H -3.8818 0.8132 1.8627 -0.01 -0.10 -0.04 0.48
H -5.3522 -0.1354 -0.1076 0.09 0.00 0.04 0.51
H 1.5666 -3.6269 -0.0034 -0.04 -0.01 0.01 0.15
H 2.8909 -3.9366 2.2732 -0.07 0.04 0.03 0.47
H 0.9683 -4.1348 3.9858 0.04 0.05 -0.09 0.49
H -1.4690 -5.0378 0.6079 0.00 0.02 -0.06 0.51
H -1.9465 -6.7778 -1.3030 0.02 0.07 -0.01 0.43
H -1.7463 -5.6840 -3.6778 0.03 0.04 0.08 0.47
O 0.3736 1.5823 2.7307 -0.40 -0.19 0.07 -0.58
B 0.3901 1.5320 1.3554 1.15 0.06 -0.13 0.66
O 1.5386 2.1793 0.8635 0.07 0.11 0.26 -0.17
C 2.2377 2.6136 1.9846 -0.16 -0.07 -0.10 0.49
C 3.4249 3.3038 2.0526 0.07 0.00 -0.04 -1.00
C 3.8714 3.6389 3.3303 0.00 0.02 -0.04 -0.61
C 3.1526 3.2823 4.4667 -0.02 0.00 0.05 -0.51
C 1.9550 2.5750 4.3800 -0.06 -0.06 0.06 -1.05
C 1.5258 2.2568 3.1133 -0.05 0.04 -0.08 0.77
H 3.9841 3.5613 1.1620 -0.04 0.02 0.05 0.50
H 4.7932 4.1954 3.4390 -0.01 -0.05 -0.01 0.41
H 3.5273 3.5607 5.4435 0.00 -0.01 -0.05 0.40
H 1.3901 2.2879 5.2578 0.03 0.03 -0.04 0.50
F 3.7685 -1.7733 0.9702 -0.15 -0.06 -0.01 -0.24
B 2.5730 -1.8075 0.4058 0.14 0.30 -0.08 0.48
F 2.3712 -0.9298 -0.5733 -0.11 -0.09 0.08 -0.18

=====

Relative energy (zero: lowest compared OMol25 entry of this formula, charge and spin), record by record: 6.1 136.2 0.0 101.7 kJ/mol
DFT total energy, record by record: -29818.6309 -77294.7873 -37990.1079 -76147.2415 eV